C2H4FN | ωB97M-V/def2-TZVPD

Cartesian coordinates (Å):
1 C 1.064 0.397 -0.059
2 C -0.445 -0.568 0.080
3 N -1.757 -0.552 0.107
4 F -2.401 0.653 -0.227
5 H 1.200 1.062 0.843
6 H 0.604 0.816 -1.033
7 H 1.772 -0.279 -0.099
8 H -0.038 -1.529 0.388

The molecular weight is 61.1 g/mol. The SMILES is C/C=N\F. The frontier orbital gap comes out at 11.3 eV. Its spin multiplicity is 1. The relative energy (zero: lowest compared OMol25 entry of this formula, charge and spin) comes out at 371.7 kJ/mol. For the max |F|, the calculation gives 9.166 eV Å⁻¹. For the total energy, the calculation gives -6342.14677 eV.

C2H4FNO | ωB97M-V/def2-TZVPD

Cartesian coordinates (Å):
1 C 0.510 1.026 0.827
2 C -1.133 -1.133 0.322
3 N 0.947 1.122 -0.395
4 O 0.552 1.560 1.881
5 F -0.711 -1.234 -0.976
6 H -0.767 -1.945 0.926
7 H -2.153 -0.803 0.399
8 H 0.650 0.444 -1.077
9 H 1.563 1.869 -0.710

The molecular weight is 77.1 g/mol. The frontier orbital gap (alpha / beta) comes out at 8.1 / 8.8 eV. Its spin multiplicity is 1. The relative energy (zero: lowest compared OMol25 entry of this formula, charge and spin) comes out at 345.3 kJ/mol. For the max |F|, the calculation gives 2.807 eV Å⁻¹. For the total energy, the calculation gives -8390.66828 eV.

C2H4FNO2 | ωB97M-V/def2-TZVPD

Cartesian coordinates (Å):
1 N 0.846 0.654 -0.896
2 C 0.683 -0.114 0.199
3 O 1.504 -0.270 1.074
4 C -0.690 -0.686 0.387
5 O -1.246 0.224 1.266
6 F -1.394 -0.692 -0.802
7 H 0.295 0.608 -1.819
8 H 1.739 0.888 -1.122
9 H -0.659 -1.700 0.770
10 H -1.076 1.089 0.942

The molecular weight is 93.1 g/mol. The SMILES is NC(=O)[C@@H](O)F. The frontier orbital gap comes out at 11.0 eV. Its spin multiplicity is 1. The relative energy (zero: lowest compared OMol25 entry of this formula, charge and spin) comes out at 18.1 kJ/mol. For the max |F|, the calculation gives 4.090 eV Å⁻¹. For the total energy, the calculation gives -10441.35082 eV.

C2H4FNO2 | ωB97M-V/def2-TZVPD

Cartesian coordinates (Å):
1 C -1.414 0.651 0.267
2 C -1.180 -0.769 0.055
3 N 1.610 0.625 0.536
4 O -1.794 1.714 0.119
5 O 2.099 0.695 -0.786
6 F 1.540 -0.813 0.788
7 H -1.528 -0.868 -1.048
8 H -2.069 -1.304 0.422
9 H -0.249 -1.025 0.468
10 H 2.984 1.093 -0.821

The molecular weight is 93.1 g/mol. The frontier orbital gap (alpha / beta) comes out at 5.5 / 8.8 eV. Its spin multiplicity is 1. The relative energy (zero: lowest compared OMol25 entry of this formula, charge and spin) comes out at 707.9 kJ/mol. For the max |F|, the calculation gives 5.030 eV Å⁻¹. For the total energy, the calculation gives -10434.20187 eV.

C2H4FNO3 | ωB97M-V/def2-TZVPD

Cartesian coordinates (Å):
1 C 0.516 0.424 -0.173
2 C -0.560 -0.607 -0.217
3 N -2.420 0.214 0.100
4 O -2.643 1.297 -0.327
5 O -2.968 -0.591 0.828
6 O -0.606 -1.487 0.746
7 F -0.903 -1.160 -1.440
8 H 0.999 0.441 0.748
9 H 1.274 0.224 -0.988
10 H 0.319 1.568 -0.511
11 H -1.398 -2.080 0.762

The molecular weight is 109.1 g/mol. The frontier orbital gap comes out at 9.7 eV. Its spin multiplicity is 1. The relative energy (zero: lowest compared OMol25 entry of this formula, charge and spin) comes out at 159.2 kJ/mol. For the max |F|, the calculation gives 5.683 eV Å⁻¹. For the total energy, the calculation gives -12484.69228 eV.

C2H4FNOS | ωB97M-V/def2-TZVPD

Cartesian coordinates (Å):
1 O 0.788 -1.273 -0.644
2 C 0.269 -0.308 -0.150
3 C 1.048 0.556 0.780
4 F 0.380 1.701 1.107
5 N -1.053 0.115 -0.334
6 S -2.118 -0.774 -1.363
7 H 1.995 0.756 0.313
8 H 1.308 0.032 1.731
9 H -1.258 1.034 0.059
10 H -1.359 -1.841 -1.499

The molecular weight is 109.1 g/mol. The SMILES is O=C(CF)NS. The frontier orbital gap comes out at 9.5 eV. Its spin multiplicity is 1. The relative energy (zero: lowest compared OMol25 entry of this formula, charge and spin) comes out at 0.8 kJ/mol. For the max |F|, the calculation gives 2.213 eV Å⁻¹. For the total energy, the calculation gives -19228.62855 eV.

C2H4FNOSi | ωB97M-V/def2-TZVPD

Cartesian coordinates (Å):
1 C -1.034 -0.908 0.009
2 Si 0.164 0.315 0.826
3 F 1.626 -0.430 1.013
4 O 0.338 1.636 -0.292
5 C 1.099 1.249 -1.315
6 N 1.879 0.744 -1.964
7 H -1.922 -0.972 0.685
8 H -0.497 -1.876 -0.085
9 H -1.359 -0.561 -1.001
10 H -0.292 0.802 2.124

The molecular weight is 105.1 g/mol. The frontier orbital gap comes out at 12.0 eV. Its spin multiplicity is 1. For the max |F|, the calculation gives 4.089 eV Å⁻¹. For the total energy, the calculation gives -16273.32498 eV.

C2H4FOP | ωB97M-V/def2-TZVPD

Cartesian coordinates (Å):
1 C 0.351 -0.465 0.003
2 C 0.423 1.073 0.122
3 O 1.307 -1.122 -0.305
4 F -0.609 -2.694 0.567
5 P -1.207 -1.210 0.498
6 H 0.372 1.662 -0.768
7 H -0.217 1.329 0.970
8 H 1.487 1.209 0.437
9 H -1.908 0.219 -1.525

The molecular weight is 94.0 g/mol. The frontier orbital gap (alpha / beta) comes out at 7.7 / 8.0 eV. Its spin multiplicity is 1. The relative energy (zero: lowest compared OMol25 entry of this formula, charge and spin) comes out at 296.6 kJ/mol. For the max |F|, the calculation gives 2.606 eV Å⁻¹. For the total energy, the calculation gives -16189.01750 eV.